Record 1
{
  "formula": "C26H42Br2O9S3",
  "method": "ωB97M-V with the def2-TZVPD basis set",
  "homo_ev": -9.19,
  "charge": 0,
  "fmax_ha_per_bohr": 0.0077,
  "homo_lumo_gap_ev": 8.34,
  "smiles": "CCCCCCCC1=C(/C(Br)=C(/C)Br)C(=O)OC1=O.O=S1(=O)CCCC1.O=S1(=O)CCCC1.O=S1(=O)CCCC1",
  "e_tot_ha": -8035.6407,
  "species": ["C", "C", "C", "C", "C", "C", "C", "C", "C", "C", "Br", "C", "C", "Br", "C", "O", "O", "C", "O", "H", "H", "H", "H", "H", "H", "H", "H", "H", "H", "H", "H", "H", "H", "H", "H", "H", "H", "C", "C", "C", "S", "O", "O", "C", "H", "H", "H", "H", "H", "H", "H", "H", "C", "C", "C", "S", "O", "O", "C", "H", "H", "H", "H", "H", "H", "H", "H", "C", "C", "C", "S", "O", "O", "C", "H", "H", "H", "H", "H", "H", "H", "H"],
  "coordinates": [[-5.484, 5.471, -1.192], [-4.100, 6.113, -1.058], [-3.202, 6.059, -2.312], [-3.444, 4.890, -3.267], [-2.874, 3.571, -2.755], [-3.024, 2.427, -3.763], [-3.019, 1.047, -3.093], [-1.663, 0.602, -2.672], [-1.207, 0.299, -1.456], [-1.922, 0.308, -0.173], [-3.218, -1.057, 0.024], [-1.735, 1.179, 0.810], [-2.447, 1.213, 2.127], [-0.514, 2.588, 0.526], [0.223, -0.108, -1.578], [0.996, -0.468, -0.757], [0.572, -0.021, -2.916], [-0.515, 0.455, -3.619], [-0.453, 0.696, -4.779], [-5.945, 5.685, -2.159], [-5.449, 4.387, -1.058], [-6.156, 5.862, -0.424], [-3.578, 5.662, -0.210], [-4.249, 7.162, -0.786], [-3.256, 7.005, -2.857], [-2.161, 5.973, -1.977], [-4.508, 4.762, -3.486], [-2.960, 5.125, -4.223], [-1.814, 3.720, -2.517], [-3.385, 3.283, -1.827], [-3.976, 2.541, -4.293], [-2.237, 2.485, -4.516], [-3.433, 0.297, -3.776], [-3.663, 1.069, -2.207], [-1.909, 1.844, 2.832], [-3.450, 1.627, 1.985], [-2.533, 0.208, 2.543], [0.122, -3.123, -6.854], [0.559, -3.422, -8.295], [-0.613, -3.049, -9.211], [-1.509, -1.736, -8.361], [-2.823, -2.224, -8.019], [-1.362, -0.497, -9.079], [-0.498, -1.731, -6.885], [0.960, -3.165, -6.159], [-0.621, -3.855, -6.530], [1.431, -2.816, -8.545], [0.836, -4.467, -8.425], [-0.301, -2.670, -10.180], [-1.311, -3.873, -9.342], [-1.135, -1.500, -6.036], [0.253, -0.952, -7.003], [2.799, -0.807, 4.911], [3.038, -0.676, 3.400], [1.688, -0.361, 2.745], [0.729, 0.504, 3.995], [-0.418, -0.302, 4.346], [0.533, 1.879, 3.602], [1.944, 0.392, 5.303], [3.728, -0.822, 5.475], [2.258, -1.730, 5.130], [3.739, 0.139, 3.211], [3.470, -1.583, 2.978], [1.762, 0.279, 1.872], [1.132, -1.260, 2.487], [1.426, 0.283, 6.253], [2.518, 1.318, 5.292], [5.328, -5.325, 7.397], [5.322, -5.000, 8.897], [5.626, -3.504, 9.042], [5.019, -2.727, 7.537], [6.135, -2.179, 6.807], [3.876, -1.901, 7.835], [4.492, -4.237, 6.730], [4.922, -6.315, 7.194], [6.349, -5.295, 7.011], [4.337, -5.219, 9.314], [6.050, -5.598, 9.442], [5.121, -3.041, 9.886], [6.694, -3.302, 9.092], [4.660, -4.132, 5.661], [3.429, -4.359, 6.936]]
}

Record 2
{
  "formula": "C26H42BrNOP2Zn",
  "method": "ωB97M-V with the def2-TZVPD basis set",
  "homo_ev": -13.80,
  "charge": 2,
  "fmax_ha_per_bohr": 0.0460,
  "homo_lumo_gap_ev": 6.52,
  "e_tot_ha": -6181.2986,
  "species": ["C", "C", "C", "C", "N", "C", "C", "C", "C", "C", "C", "C", "C", "C", "Zn", "P", "H", "H", "H", "H", "H", "H", "H", "H", "C", "C", "H", "H", "H", "H", "H", "C", "C", "H", "H", "H", "H", "H", "C", "C", "H", "H", "H", "H", "H", "Br", "P", "C", "C", "H", "H", "H", "H", "H", "C", "C", "H", "H", "H", "H", "H", "C", "C", "H", "H", "H", "H", "H", "C", "O", "H", "H", "H", "H"],
  "coordinates": [[3.052, 4.558, -0.165], [1.869, 4.091, -0.744], [1.763, 3.852, -2.124], [2.849, 4.201, -2.933], [3.944, 4.704, -2.367], [4.091, 4.901, -1.053], [0.694, 3.841, 0.023], [-0.266, 3.496, 0.681], [-1.393, 2.776, 1.204], [-1.231, 1.760, 2.177], [-2.274, 0.808, 2.442], [-3.369, 0.878, 1.568], [-3.659, 2.008, 0.820], [-2.698, 3.011, 0.681], [-1.700, -1.080, 1.615], [1.160, -0.538, 0.766], [0.818, 3.499, -2.537], [3.148, 4.728, 0.915], [2.758, 4.076, -4.021], [5.008, 5.348, -0.658], [-2.836, 3.944, 0.112], [-0.311, 1.698, 2.746], [-4.623, 2.122, 0.335], [-2.404, 0.209, 3.348], [2.037, -2.195, 0.908], [3.239, -2.523, -0.002], [1.236, -2.940, 0.721], [2.333, -2.299, 1.972], [3.556, -3.561, 0.233], [2.970, -2.481, -1.070], [4.102, -1.858, 0.179], [1.404, -0.049, -1.020], [2.773, 0.400, -1.498], [0.683, 0.773, -1.144], [1.037, -0.890, -1.629], [2.687, 0.721, -2.539], [3.144, 1.262, -0.929], [3.526, -0.384, -1.453], [2.282, 0.696, 1.589], [3.790, 0.464, 1.621], [1.916, 0.773, 2.623], [2.049, 1.660, 1.107], [4.239, 1.239, 2.261], [4.052, -0.509, 2.046], [4.268, 0.544, 0.642], [-4.538, -0.784, 1.568], [-2.103, -1.969, -0.567], [-0.874, -2.709, -1.683], [-1.389, -3.937, -2.439], [0.011, -2.963, -1.076], [-0.567, -1.934, -2.400], [-0.587, -4.321, -3.082], [-1.711, -4.729, -1.749], [-2.250, -3.697, -3.082], [-3.283, -3.265, -0.073], [-4.521, -3.414, -0.948], [-3.608, -3.017, 0.952], [-2.721, -4.207, -0.001], [-5.166, -4.190, -0.516], [-5.107, -2.496, -1.022], [-4.264, -3.732, -1.969], [-2.800, -0.585, -1.504], [-3.217, -0.908, -2.933], [-2.025, 0.199, -1.508], [-3.634, -0.172, -0.936], [-3.684, -0.022, -3.378], [-2.348, -1.187, -3.545], [-3.944, -1.720, -2.992], [0.470, -0.016, 4.767], [-0.056, -0.877, 3.758], [-0.356, 0.320, 5.380], [0.941, 0.859, 4.328], [1.235, -0.517, 5.384], [0.384, -1.743, 3.817]]
}

Record 3
{
  "formula": "C26H42Cl3MnN4O4Si",
  "method": "ωB97M-V with the def2-TZVPD basis set",
  "e_above_lowest_ev": 0.688,
  "homo_ev": [-3.10, -3.10],
  "s2": 8.754,
  "charge": -1,
  "fmax_ha_per_bohr": 0.0529,
  "homo_lumo_gap_ev": [5.28, 5.26],
  "multiplicity": 6,
  "e_tot_ha": -4357.1749,
  "species": ["C", "C", "H", "H", "H", "C", "C", "H", "H", "H", "H", "Mn", "Cl", "Cl", "H", "H", "C", "C", "N", "H", "C", "O", "H", "H", "H", "H", "H", "H", "C", "C", "N", "H", "C", "O", "H", "H", "H", "H", "O", "C", "C", "C", "H", "C", "H", "C", "H", "C", "C", "H", "H", "H", "Si", "Cl", "C", "C", "C", "H", "H", "H", "H", "H", "H", "H", "H", "H", "N", "C", "O", "C", "C", "C", "N", "C", "C", "H", "H", "H", "H", "H", "H"],
  "coordinates": [[5.126, 1.183, 0.862], [4.011, 1.843, 1.629], [6.101, 1.671, 0.985], [4.837, 1.214, -0.204], [5.244, 0.124, 1.135], [4.098, 3.019, 2.282], [5.267, 3.932, 2.152], [3.244, 3.398, 2.846], [5.690, 3.891, 1.139], [6.066, 3.712, 2.872], [4.942, 4.962, 2.339], [-0.253, -0.989, -1.311], [0.854, -2.463, 0.150], [-0.153, -1.102, -3.765], [-4.439, -3.511, -3.138], [-2.722, -5.703, -2.651], [-3.508, -2.966, -3.334], [-2.003, -4.946, -3.008], [-2.405, -3.594, -2.626], [-3.596, -1.947, -2.949], [-1.900, -2.983, -1.558], [-2.190, -1.821, -1.200], [-1.027, -5.168, -2.552], [-1.127, -3.536, -1.012], [-3.309, -2.940, -4.409], [-1.919, -5.052, -4.102], [2.595, 2.925, -1.698], [1.541, 4.668, 0.476], [1.720, 3.397, -2.163], [0.804, 4.812, -0.329], [0.679, 3.627, -1.174], [1.318, 2.733, -2.933], [-0.351, 2.761, -1.035], [-0.601, 1.800, -1.776], [-0.170, 5.033, 0.130], [-0.990, 3.022, -0.160], [2.010, 4.376, -2.575], [1.123, 5.664, -0.938], [2.529, 1.721, 0.200], [2.655, 1.173, 1.407], [0.586, 2.384, 2.302], [1.568, 1.409, 2.477], [0.569, 2.921, 1.360], [-0.339, 2.668, 3.318], [2.806, 0.082, 1.304], [1.600, 0.682, 3.675], [-1.107, 3.419, 3.146], [-0.260, 1.990, 4.541], [0.712, 0.998, 4.720], [2.338, -0.107, 3.800], [-0.971, 2.215, 5.341], [0.779, 0.466, 5.666], [2.366, -1.138, -3.434], [1.924, 0.001, -1.626], [2.328, -0.282, -5.115], [2.101, -2.986, -3.201], [4.301, -1.352, -3.463], [1.797, 0.677, -5.079], [1.841, -0.916, -5.861], [3.346, -0.090, -5.466], [4.847, -0.434, -3.724], [4.521, -2.105, -4.247], [4.697, -1.736, -2.513], [1.696, -3.186, -2.202], [3.041, -3.540, -3.287], [1.411, -3.383, -3.946], [-4.152, 0.164, 4.981], [-4.136, 0.964, 3.872], [-4.808, 1.986, 3.801], [-3.199, 0.570, 2.775], [-2.113, -0.311, 2.936], [-1.243, -0.532, 1.873], [-1.409, -0.012, 0.649], [-2.446, 0.834, 0.479], [-3.337, 1.161, 1.515], [-4.880, 0.358, 5.652], [-3.818, -0.788, 4.962], [-1.903, -0.792, 3.891], [-0.370, -1.178, 2.005], [-2.553, 1.284, -0.512], [-4.133, 1.881, 1.302]]
}

> Look up the charge of the first one.

0

> charge of number 3 (C26H42Cl3MnN4O4Si)?

-1

> Number 1 is which compound?

C26H42Br2O9S3

> What is the formula in the second record?

C26H42BrNOP2Zn